1.
{
  "formula": "C24H17AsN5O6PdS",
  "method": "ωB97M-V/def2-TZVPD",
  "de_lowest_ev": 0.000,
  "homo_lumo_gap_ev": 7.14,
  "total_charge": -1,
  "species": ["Pd", "C", "C", "C", "C", "N", "C", "N", "C", "N", "C", "N", "C", "C", "C", "C", "C", "N", "C", "C", "C", "C", "C", "C", "H", "H", "H", "H", "H", "H", "H", "H", "H", "H", "H", "H", "O", "As", "O", "O", "C", "C", "C", "C", "C", "C", "S", "O", "O", "O", "H", "H", "H", "H", "H"],
  "xyz": [[0.406, 0.614, 0.427], [4.450, -0.167, 1.253], [5.190, 0.852, 0.662], [4.522, 1.892, 0.063], [3.121, 1.904, 0.024], [2.424, 0.882, 0.543], [3.083, -0.105, 1.177], [2.554, 3.033, -0.534], [1.289, 3.261, -0.532], [0.245, 2.488, -0.104], [-0.947, 3.112, -0.375], [-2.150, 2.706, -0.217], [-2.505, 1.463, 0.286], [-3.874, 1.294, 0.498], [-4.355, 0.117, 1.031], [-3.451, -0.883, 1.346], [-2.112, -0.677, 1.093], [-1.637, 0.467, 0.561], [-0.643, 4.438, -0.961], [-1.469, 5.462, -1.381], [-0.859, 6.592, -1.915], [0.529, 6.679, -2.024], [1.349, 5.639, -1.601], [0.732, 4.524, -1.069], [4.916, -1.007, 1.746], [6.272, 0.838, 0.688], [5.034, 2.733, -0.382], [2.456, -0.836, 1.657], [-4.518, 2.122, 0.243], [-5.416, -0.009, 1.208], [-3.737, -1.821, 1.801], [-1.400, -1.445, 1.363], [-2.543, 5.377, -1.294], [-1.469, 7.419, -2.255], [0.971, 7.572, -2.448], [2.427, 5.688, -1.682], [0.720, -0.594, 3.168], [0.407, -2.351, 3.503], [0.757, -2.497, 5.102], [-1.056, -2.762, 2.894], [1.849, -3.284, 2.533], [2.649, -4.027, 3.408], [3.609, -4.908, 2.940], [3.782, -5.079, 1.573], [3.014, -4.340, 0.692], [2.061, -3.440, 1.164], [1.284, -2.495, -0.138], [2.377, -1.901, -0.883], [0.437, -3.401, -0.868], [0.502, -1.459, 0.600], [0.712, -0.196, 4.047], [2.477, -3.895, 4.469], [4.213, -5.469, 3.643], [4.518, -5.778, 1.193], [3.155, -4.439, -0.377]],
  "forces_ev_per_a": [[-0.084, 0.039, -0.155], [0.217, 0.087, -0.028], [-0.065, -0.069, 0.039], [-0.030, 0.008, -0.004], [0.104, 0.082, -0.039], [-0.025, -0.184, 0.036], [-0.110, 0.004, 0.050], [-0.118, 0.025, 0.007], [0.081, -0.042, -0.018], [-0.024, -0.006, 0.110], [0.010, -0.034, 0.005], [0.019, -0.033, -0.030], [0.018, 0.063, -0.014], [-0.011, -0.045, 0.023], [0.012, 0.035, -0.013], [0.017, -0.019, 0.013], [0.013, 0.022, 0.019], [-0.030, 0.006, -0.008], [0.000, 0.017, -0.027], [0.017, -0.005, 0.010], [-0.013, 0.008, -0.004], [0.011, 0.006, -0.005], [-0.019, -0.008, 0.013], [-0.007, 0.024, -0.015], [-0.021, 0.009, 0.046], [0.004, -0.005, -0.009], [0.000, -0.002, -0.006], [0.056, -0.023, 0.012], [0.000, 0.003, -0.003], [-0.001, -0.006, 0.002], [-0.007, 0.001, -0.003], [-0.009, -0.023, 0.004], [-0.003, -0.003, 0.000], [0.001, 0.001, 0.000], [-0.001, 0.000, 0.001], [0.003, -0.001, 0.000], [-0.092, -0.029, -0.016], [-0.020, 0.114, -0.072], [0.038, 0.005, 0.056], [-0.034, -0.015, -0.054], [-0.076, -0.067, 0.115], [-0.008, 0.006, -0.016], [0.014, -0.001, -0.025], [-0.008, 0.000, 0.033], [0.038, 0.027, -0.010], [0.100, 0.038, -0.028], [-0.029, -0.106, -0.168], [-0.070, -0.033, -0.033], [-0.021, 0.034, 0.001], [0.065, 0.133, 0.171], [0.096, -0.043, 0.037], [-0.007, -0.003, -0.002], [0.001, -0.006, -0.003], [0.004, -0.001, 0.003], [0.005, 0.017, 0.003]],
  "mulliken_charge": [1.152, -0.961, -0.584, -0.328, 0.220, 0.084, -0.699, -0.572, -0.186, -0.386, -0.153, -0.497, 0.326, -0.289, -0.338, -1.002, -0.511, -0.035, 0.201, -0.152, -0.593, -0.597, -0.153, 0.324, 0.524, 0.389, 0.476, 0.932, 0.460, 0.391, 0.495, 0.548, 0.534, 0.392, 0.392, 0.534, -0.585, 1.102, -0.859, -0.786, 0.137, -0.438, -0.649, -0.533, -1.000, 0.491, 1.395, -0.721, -0.726, -0.102, 0.244, 0.537, 0.386, 0.378, 0.396]
}



2.
{
  "formula": "CH2BF3",
  "method": "ωB97M-V/def2-TZVPD",
  "de_lowest_ev": 5.807,
  "homo_lumo_gap_ev": [8.97, 6.96],
  "species": ["B", "C", "F", "F", "F", "H", "H"],
  "xyz": [[1.805, 0.018, -0.136], [-1.161, -0.073, -0.024], [-1.506, -0.109, -1.302], [-1.774, -1.105, 0.631], [-1.542, 1.063, 0.516], [2.358, -0.875, 0.217], [1.820, 1.080, 0.098]],
  "forces_ev_per_a": [[-2.702, -1.125, -0.202], [0.603, -1.254, 0.128], [-0.127, -0.001, -0.006], [0.670, 0.931, -0.571], [-0.047, 0.305, 0.179], [1.249, -1.791, 0.249], [0.353, 2.934, 0.222]],
  "mulliken_charge": [0.170, 0.362, -0.175, -0.204, -0.178, 0.009, 0.016]
}



3.
{
  "formula": "C18H18BBaF10O18",
  "method": "ωB97M-V/def2-TZVPD",
  "homo_lumo_gap_ev": 8.28,
  "total_charge": 1,
  "species": ["Ba", "B", "F", "F", "F", "F", "C", "C", "O", "C", "O", "O", "F", "H", "H", "H", "C", "C", "O", "C", "O", "O", "F", "H", "H", "H", "C", "C", "O", "C", "O", "O", "F", "H", "H", "H", "C", "C", "O", "C", "O", "O", "F", "H", "H", "H", "C", "C", "O", "C", "O", "O", "F", "H", "H", "H", "C", "C", "O", "C", "O", "O", "F", "H", "H", "H"],
  "xyz": [[-0.707, 2.211, 3.258], [0.868, 1.502, 0.957], [1.369, 2.806, 1.018], [-0.482, 1.625, 0.798], [1.355, 0.757, -0.056], [1.153, 0.942, 2.210], [-4.342, 4.177, -1.295], [-4.085, 2.681, -1.422], [-2.942, 2.588, -0.546], [-2.944, 3.598, 0.319], [-2.255, 3.662, 1.356], [-3.881, 4.485, -0.034], [-3.832, 2.447, -2.713], [-5.394, 4.462, -1.304], [-3.844, 4.792, -2.044], [-4.837, 2.017, -0.995], [-0.150, -3.243, 5.044], [-1.032, -3.898, 3.934], [-1.581, -2.696, 3.522], [-0.785, -1.697, 3.657], [-0.839, -0.598, 3.093], [0.056, -1.990, 4.602], [-1.874, -4.837, 4.404], [0.728, -3.858, 5.239], [-0.744, -3.115, 5.948], [-0.439, -4.489, 3.236], [-1.676, -0.904, -0.860], [-2.494, -1.803, -0.012], [-3.563, -2.102, -0.864], [-3.801, -0.978, -1.622], [-4.796, -0.815, -2.282], [-2.737, -0.103, -1.439], [-2.889, -1.121, 1.076], [-1.225, -1.469, -1.676], [-0.880, -0.448, -0.272], [-1.939, -2.672, 0.339], [3.207, -1.361, 3.082], [4.231, -0.177, 2.984], [5.410, -0.779, 3.453], [5.361, -2.110, 3.335], [6.335, -2.837, 3.481], [4.066, -2.556, 3.231], [3.869, 0.917, 3.758], [2.599, -1.610, 2.212], [2.665, -1.208, 4.015], [4.472, 0.137, 1.969], [0.456, 1.898, -2.852], [0.657, 3.298, -2.313], [-0.375, 3.914, -2.953], [-0.795, 3.214, -3.992], [-1.726, 3.670, -4.744], [-0.106, 2.102, -4.122], [1.783, 3.831, -2.740], [-0.206, 1.382, -2.155], [1.416, 1.385, -2.906], [0.512, 3.524, -1.257], [2.944, -1.142, -3.897], [2.033, -1.501, -2.743], [1.835, -2.912, -2.995], [2.114, -3.127, -4.312], [2.012, -4.303, -4.833], [2.585, -2.060, -4.921], [0.875, -0.869, -2.858], [3.926, -1.322, -3.460], [2.808, -0.115, -4.237], [2.499, -1.198, -1.805]],
  "forces_ev_per_a": [[-0.702, 0.202, -0.405], [1.929, 0.770, -1.403], [0.110, 0.345, 0.202], [-2.211, -0.197, 0.270], [0.735, -0.646, -0.608], [0.312, -0.697, 0.990], [-2.016, 0.178, -1.135], [-0.234, 1.712, -0.206], [1.137, -0.651, 0.278], [0.054, 0.079, 1.274], [-1.276, -0.254, -1.814], [1.878, 0.481, 2.592], [0.498, -0.827, 0.437], [-0.036, -0.281, -0.186], [0.315, -0.427, -0.189], [-0.051, -0.159, -0.466], [-1.073, -4.011, 1.680], [2.520, -0.873, 2.463], [-3.775, -0.977, -3.697], [0.124, 2.991, -0.276], [-0.307, -1.686, 1.175], [3.010, 3.048, -0.537], [-0.856, 1.065, 0.219], [0.271, 0.631, -0.009], [-0.067, -0.726, 0.260], [-0.017, 0.883, -0.926], [0.102, -0.370, -0.563], [1.158, -0.949, -0.873], [-0.394, 0.140, 0.474], [-1.011, 0.368, -0.523], [2.196, 0.088, 1.268], [-0.318, -0.371, -0.401], [-0.942, 0.518, 1.111], [0.149, -0.040, 0.061], [-0.547, 0.908, -0.343], [-0.502, -0.398, -0.292], [1.229, -0.563, 0.339], [-0.386, -0.819, -0.495], [0.106, 0.984, 0.031], [2.070, -3.071, 1.763], [-2.792, 1.959, -0.809], [0.326, 1.740, -0.333], [0.365, -1.250, -0.556], [-0.143, 0.729, 0.157], [-0.336, -0.193, -0.185], [-0.521, 0.554, 0.063], [1.780, -0.664, 1.746], [-1.050, -0.859, 0.616], [-1.581, 2.057, 0.269], [-5.308, 3.403, -4.824], [4.384, -2.626, 3.294], [-0.287, -0.816, -0.087], [2.105, 0.745, -0.424], [-0.210, -0.321, -0.372], [-0.337, -0.010, -0.226], [0.375, -0.583, 0.139], [-0.144, 0.529, 0.713], [1.343, -0.891, -1.332], [0.148, 1.464, 0.646], [-0.415, -7.440, -2.342], [0.235, 6.259, 2.596], [0.437, 0.469, 0.123], [-1.966, 0.408, 0.157], [0.513, 0.000, -0.863], [0.160, -0.187, -0.075], [-0.264, -0.875, 0.369]],
  "mulliken_charge": [1.952, -0.088, -0.358, -0.048, -0.101, -0.265, -0.527, 0.287, 0.190, 0.283, -0.552, -0.347, -0.235, 0.300, 0.310, 0.270, -0.516, 0.223, -0.242, 0.542, -0.398, -0.299, -0.268, 0.333, 0.315, 0.340, 0.115, 0.310, -0.348, 0.381, -0.524, -0.044, -0.291, 0.039, -0.050, 0.364, 0.024, 0.450, -0.342, 0.542, -0.516, -0.379, -0.277, 0.091, 0.102, 0.294, 0.797, 0.677, -0.353, 0.506, -0.621, -0.298, -0.355, -0.593, -0.015, 0.143, -0.477, 0.325, -0.353, 0.534, -0.584, -0.279, -0.185, 0.379, 0.336, 0.379]
}